(1)
Computed, not measured: a cluster of 2 separate species, C2H8N2O in total, with ωB97M-V/def2-TZVPD.

Geometry (Å):
1 C 0.1485 -2.6304 0.2383
2 O 0.6966 -1.6713 1.1205
3 H 0.7002 -2.5825 -0.7050
4 H 0.1036 -3.6335 0.6436
5 H -0.9164 -2.3601 0.0923
6 N 0.6396 1.0862 0.4022
7 C 0.2017 1.9330 -0.4602
8 N -1.1187 2.1151 -0.6855
9 H 0.6489 -0.7618 0.7442
10 H 1.2403 1.5140 1.0995
11 H 0.8642 2.6008 -1.0090
12 H -1.4339 2.7226 -1.4171
13 H -1.7744 1.6678 -0.0639

Output
HOMO	-8.96	eV
spin multiplicity	1
lowest unoccupied orbital energy	0.753	eV
orbital gap	9.712	eV
ΔE to the lowest compared entry with this formula, charge and spin	51.40	kcal per mole

=====

(2)
Computed, not measured: a cluster of 5 separate species, C2H15NO5 in total, with ωB97M-V/def2-TZVPD.

Geometry (Å):
1 C -2.1254 -2.0655 0.1629
2 N -0.9190 -1.2302 0.4791
3 C -1.0651 0.1796 0.1910
4 O -0.8837 0.5097 -1.1098
5 H -2.9641 -1.8826 0.8366
6 H -1.7482 -3.0939 0.4750
7 H -2.4553 -2.0667 -0.8706
8 H -0.0681 -1.5774 -0.1170
9 H -2.1105 0.5235 0.5126
10 H -0.2766 0.7342 0.8322
11 H 0.0760 0.5040 -1.3189
12 H 0.2808 -2.2172 3.6300
13 H 0.4691 -1.9487 2.1183
14 O 0.9567 -1.9047 3.0138
15 H 2.0648 1.8406 1.1977
16 H 3.4061 2.4118 1.5199
17 O 2.8298 2.1744 0.7458
18 H -0.3934 2.1245 -2.1652
19 H -0.8273 2.1967 -3.5621
20 O -0.1681 2.5225 -2.9178
21 H 2.2892 1.2217 -1.7393
22 H 1.7968 0.6277 -0.4922
23 O 1.8357 0.4162 -1.4217

Output
HOMO	-9.66	eV
spin multiplicity	1
lowest unoccupied orbital energy	0.338	eV
orbital gap	9.996	eV
ΔE to the lowest compared entry with this formula, charge and spin	35.49	kcal per mole

=====

(3)
Computed, not measured: an isolated molecule of C23H16ClF2N3O3, with ωB97M-V/def2-TZVPD.

Geometry (Å):
1 O 6.3828 3.5554 -2.3513
2 F -6.5635 -3.6404 -0.3748
3 F -7.6784 -4.3210 1.1726
4 Cl -6.3435 -2.2558 1.8937
5 N 1.9425 -0.8733 0.4774
6 N 1.2119 -1.7546 1.2209
7 O 4.8334 4.2602 -3.9588
8 O -5.6002 -4.7524 1.3942
9 C 5.2943 3.6124 -2.8451
10 C -3.7067 -3.5788 0.5437
11 C -3.6452 -4.5153 2.8181
12 C 4.5662 2.1979 -0.7178
13 C 2.9252 2.6659 -2.4813
14 C 3.6132 1.3951 -0.0758
15 C 2.0310 1.8866 -1.7285
16 C -2.4315 -3.0050 0.7990
17 C -2.3423 -3.9486 3.0364
18 C -1.6737 2.4563 0.8428
19 C -2.5579 1.4470 1.2972
20 C -4.3569 -4.2390 1.5957
21 C 4.2835 2.8184 -2.0324
22 C 2.3457 1.2546 -0.4820
23 C -1.7867 -3.1055 2.0959
24 C 1.4166 0.3447 0.2008
25 C -0.0533 -1.4063 1.5752
26 C -0.4354 2.0778 0.3848
27 C -1.9864 0.1457 1.5054
28 C 0.1021 0.7928 0.5045
29 C -0.6840 -0.2236 1.1275
30 N -0.6129 -2.4281 2.3684
31 C 5.9580 4.7787 -4.7125
32 C -6.5384 -3.7989 0.9334
33 H -4.1681 -3.4294 -0.4553
34 H -4.0489 -5.1084 3.6666
35 H 5.5644 2.4493 -0.3416
36 H 2.6400 3.1609 -3.4107
37 H 3.8534 1.0513 0.9291
38 H 1.1036 1.7750 -2.1933
39 H -2.0883 -2.4313 -0.0338
40 H -1.6699 -4.0259 3.9599
41 H -2.1475 3.3517 0.5682
42 H -3.6129 1.5404 1.3787
43 H 0.2210 2.8565 0.1133
44 H -2.6774 -0.5518 1.7991
45 H 0.1798 -3.1049 2.5606
46 H 5.7011 5.5679 -5.3508
47 H 6.6967 5.0806 -4.0089
48 H 6.5434 3.9752 -5.2084

Output
HOMO	-8.22	eV
spin multiplicity	1
lowest unoccupied orbital energy	-0.513	eV
orbital gap	7.706	eV
ΔE to the lowest compared entry with this formula, charge and spin	1.41	kcal per mole

=====

(4)
Computed, not measured: a cluster of 2 separate species, C6H10IN3O in total, with ωB97M-V/def2-TZVPD.

Geometry (Å):
1 C -2.1019 1.7463 0.9132
2 C -0.6535 1.9180 -0.6151
3 C 2.7866 -0.8454 0.4350
4 C 1.3618 -0.5795 0.8824
5 C -1.1765 -0.0898 -1.8918
6 C 0.3452 -1.6515 0.6864
7 N -1.1319 2.4960 0.4977
8 N -2.2899 0.6847 0.0472
9 N -1.3445 0.7859 -0.9206
10 O -0.7605 -1.6386 1.1243
11 I 0.9112 -3.3378 -0.5604
12 H -2.7087 1.9034 1.7753
13 H 0.1285 2.3189 -1.2220
14 H 3.2061 -1.7077 0.9478
15 H 2.8351 -1.0183 -0.6373
16 H 3.4008 0.0224 0.6653
17 H 0.9666 0.3046 0.3578
18 H 1.3336 -0.3312 1.9489
19 H -1.8412 -0.9256 -1.9673
20 H -0.4423 0.1030 -2.6383
21 H -2.8246 -0.1580 0.1715

Output
⟨S²⟩	2.02
HOMO (spin up / spin down)	-4.49 / -9.60	eV
spin multiplicity	3
lowest unoccupied orbital energy (spin up / spin down)	0.465 / -0.406	eV
orbital gap (spin up / spin down)	4.960 / 9.192	eV

=====

(5)
Computed, not measured: an isolated molecule of C6H12O, with ωB97M-V/def2-TZVPD.

Geometry (Å):
1 C -0.8264 -0.9401 2.5011
2 C -0.1756 0.1086 1.6244
3 O 0.5400 -0.5486 0.5939
4 C 1.1131 0.3678 -0.2829
5 C 1.5454 -0.1117 -1.6265
6 C 0.3453 0.7994 -1.5037
7 C -1.0233 0.2100 -1.7781
8 H -0.0674 -1.5814 2.9592
9 H -1.4946 -1.5683 1.9051
10 H -1.4090 -0.4639 3.2958
11 H 0.5139 0.7344 2.2164
12 H -0.9291 0.7826 1.1873
13 H 1.7369 1.1180 0.2110
14 H 1.3149 -1.1449 -1.8741
15 H 2.4842 0.2518 -2.0365
16 H 0.4753 1.8323 -1.8182
17 H -1.7315 0.3915 -0.9618
18 H -1.4475 0.6351 -2.6933
19 H -0.9645 -0.8726 -1.9191

Output
HOMO	-9.27	eV
spin multiplicity	1
lowest unoccupied orbital energy	1.159	eV
orbital gap	10.431	eV
ΔE to the lowest compared entry with this formula, charge and spin	34.01	kcal per mole

=====

(6)
Computed, not measured: a structure of composition C3H6FIN2, with ωB97M-V/def2-TZVPD.

Geometry (Å):
1 C -0.1853 0.1308 -1.0430
2 C -0.2510 0.1372 1.0069
3 C -1.1884 0.6977 -0.0326
4 N 0.2335 -0.7792 0.0135
5 N 1.5058 -1.0878 0.2152
6 F -1.4422 2.0382 0.1196
7 I -3.0522 -0.4452 -0.0204
8 H -0.4624 -0.2370 -1.9783
9 H 0.7336 0.9215 -1.1348
10 H 0.3939 1.0253 1.1187
11 H -0.4636 -0.3369 1.9324
12 H 2.2167 -0.3193 0.2300
13 H 1.9615 -1.7451 -0.4272

Output
HOMO	-9.09	eV
spin multiplicity	1
lowest unoccupied orbital energy	0.420	eV
orbital gap	9.514	eV
ΔE to the lowest compared entry with this formula, charge and spin	0.00	kcal per mole

=====

(7)
Computed, not measured: an isolated molecule of C4H8N4, with ωB97M-V/def2-TZVPD.

Geometry (Å):
1 C -1.2992 1.6390 0.4896
2 C -1.0054 0.5449 -0.4527
3 C 0.1560 -1.2957 0.2012
4 C 0.4032 -0.0194 -0.2766
5 H -2.4196 1.8675 0.4887
6 H -1.2933 1.1435 1.5203
7 H -0.8305 2.6521 0.4862
8 H -1.0756 0.7771 -1.5305
9 H 0.7423 -2.1873 0.3326
10 H 1.6770 1.6813 -0.9888
11 H 2.4149 -0.1784 1.2797
12 H 2.8128 -0.9049 -0.2571
13 N -1.9113 -0.5533 -0.2029
14 N -1.2386 -1.5301 0.1403
15 N 1.5975 0.6147 -0.3501
16 N 2.7587 0.0310 0.2555

Output
HOMO	-8.42	eV
spin multiplicity	1
lowest unoccupied orbital energy	0.549	eV
orbital gap	8.969	eV
ΔE to the lowest compared entry with this formula, charge and spin	95.68	kcal per mole

=====

(8)
Computed, not measured: a cluster of 3 separate species, C31H56BBr4F9NO4 in total, with ωB97M-V/def2-TZVPD.

Geometry (Å):
1 C 2.3594 4.1370 -2.0625
2 O 3.3831 4.1374 -1.0427
3 C 4.5930 3.4878 -1.5477
4 C 5.3970 2.9604 -0.2634
5 C 6.1872 1.6444 -0.6934
6 C 6.9846 0.9479 0.5334
7 C 5.9884 0.4695 1.6997
8 C 5.4154 -0.9935 1.3414
9 C 3.8144 -1.0053 1.4061
10 C 3.1198 -0.0666 0.3009
11 C 1.6222 0.2389 0.8218
12 C 0.9457 1.5012 0.1124
13 C -0.1356 0.9827 -0.9963
14 C -1.6299 1.4500 -0.6879
15 B -2.8086 0.4799 -1.2915
16 C -3.9268 1.1952 -2.3026
17 C -3.2747 2.2021 -3.3607
18 C -4.2015 2.5491 -4.6092
19 O -3.5869 3.5766 -5.4607
20 O -3.6899 -0.2594 -0.3291
21 C -3.0919 -1.5716 -0.1135
22 C -2.1494 -1.2879 1.1531
23 C -2.0576 -2.4798 2.2179
24 C -2.0418 -1.7892 3.6865
25 C -0.9422 -2.4435 4.6754
26 N 0.1377 -1.4067 4.9105
27 C -2.4490 -1.9394 -1.5509
28 C -3.7608 -2.4558 -2.3623
29 C -1.2590 -2.9880 -1.6534
30 F -1.8259 -4.2547 -1.2978
31 F -0.2269 -2.7787 -0.6792
32 C -0.5001 -3.0248 -3.0541
33 F 0.1078 -1.7572 -3.2714
34 F -1.3657 -3.2021 -4.1612
35 C 0.6460 -4.1259 -3.1953
36 F 0.7828 -4.9986 -2.1157
37 F 0.3322 -4.9461 -4.3187
38 C 2.1090 -3.5442 -3.5042
39 F 2.6231 -2.7669 -2.4475
40 F 2.2305 -2.9325 -4.7427
41 F 2.9629 -4.6796 -3.5532
42 O -2.2849 -0.6341 -2.1139
43 H 2.5773 4.8434 -2.9308
44 H 2.1632 3.0971 -2.4938
45 H 1.3682 4.4840 -1.6093
46 H 5.1977 4.2566 -2.1490
47 H 4.2641 2.6395 -2.2284
48 H 4.6106 2.7735 0.5505
49 H 6.1101 3.7341 0.1635
50 H 5.5239 0.8261 -1.1328
51 H 6.9845 1.8902 -1.4757
52 H 7.5247 0.0211 0.1396
53 H 7.7962 1.6317 0.9647
54 H 5.1000 1.1691 1.8517
55 H 6.5987 0.4446 2.6672
56 H 5.8420 -1.4254 0.3755
57 H 5.7780 -1.6856 2.1872
58 H 3.3547 -2.0440 1.3291
59 H 3.5331 -0.5894 2.4354
60 H 3.6776 0.9057 0.1152
61 H 3.0564 -0.6709 -0.6745
62 H 1.0431 -0.7347 0.7228
63 H 1.6989 0.4417 1.9502
64 H 1.7105 2.1077 -0.4690
65 H 0.3906 2.0911 0.9068
66 H 0.1461 1.3954 -2.0348
67 H 0.0141 -0.1396 -1.0607
68 H -1.8130 2.5352 -1.0113
69 H -1.7524 1.4564 0.4558
70 H -4.7681 1.6810 -1.6824
71 H -4.4041 0.3331 -2.8864
72 H -2.3180 1.7210 -3.7826
73 H -3.0254 3.1919 -2.8486
74 H -4.4260 1.6328 -5.2656
75 H -5.1598 3.0208 -4.2139
76 H -2.8676 3.1742 -5.9834
77 H -3.7978 -2.3904 0.2467
78 H -2.5619 -0.3422 1.6550
79 H -1.1216 -0.9685 0.7479
80 H -1.0084 -2.9368 2.1064
81 H -2.8653 -3.2698 2.1132
82 H -3.0637 -1.8392 4.1859
83 H -1.7692 -0.6754 3.6251
84 H -0.5165 -3.4237 4.2982
85 H -1.4705 -2.5516 5.6939
86 H -0.1392 -0.7979 5.6970
87 H 1.0007 -1.8649 5.2482
88 H -4.6694 -1.7973 -2.1242
89 H -3.6241 -2.3790 -3.4928
90 H -4.0680 -3.5159 -2.0722
91 Br -3.9693 -4.7166 4.7604
92 C -5.8462 -4.2396 4.9720
93 C -6.5943 -4.3764 3.6697
94 Br -6.2091 -2.8872 2.4732
95 H -5.8736 -3.2298 5.3802
96 H -6.2351 -4.9379 5.7147
97 H -7.6714 -4.3334 3.8394
98 H -6.3529 -5.2906 3.1289
99 Br -1.8419 4.1924 1.1031
100 C -0.8499 5.8576 1.3003
101 C 0.5498 5.6032 1.8021
102 Br 0.5589 5.2156 3.7127
103 H -1.4332 6.5007 1.9589
104 H -0.8259 6.2941 0.3005
105 H 1.1661 6.4970 1.6917
106 H 1.0401 4.7663 1.3050

Output
net charge	-1
HOMO	-4.61	eV
spin multiplicity	1
lowest unoccupied orbital energy	1.990	eV
orbital gap	6.604	eV

=====

> Which of these has the highest spin multiplicity?

C6H10IN3O